(1)
The following is a DFT calculation (wB97M-V/def2-TZVPD) of a structure of composition C14H19FeN3OS2Se.

Frontier orbital gap (spin up / spin down): 0.2780 / 0.2373 Ha
Relative energy (zero: lowest compared OMol25 entry of this formula, charge and spin): 0.2137 eV
E_tot: -5245.57753 hartree

Structure (ORCA input):
```
! wB97M-V def2-TZVPD RIJCOSX def2/J DEFGRID3
* xyz 1 2
Se -0.58 -2.94 2.13
Fe 0.25 -1.54 -0.71
S 3.18 -2.76 -1.42
S -2.60 -2.99 -2.19
O -1.50 -2.23 -1.47
N 0.42 -1.74 1.25
N 0.33 0.49 -1.07
N -0.17 -2.27 3.70
C 1.24 -0.49 4.58
C 2.10 0.49 4.26
C 0.35 1.62 -1.24
C 1.60 3.61 -0.64
C 0.62 3.34 -2.95
C 0.67 -1.27 3.52
C 2.46 0.77 2.89
C 0.42 3.08 -1.45
C 1.01 -0.96 2.14
C -2.22 -4.71 -1.92
C -0.90 3.70 -0.96
C 1.94 0.08 1.85
C -4.02 -2.85 -1.13
C 1.79 -2.18 -1.09
H 0.67 4.42 -3.11
H -3.00 -5.32 -2.39
H 2.56 1.09 5.04
H 2.23 0.27 0.83
H -1.05 3.52 0.10
H 0.97 -0.73 5.60
H 1.55 2.90 -3.31
H -0.86 4.78 -1.13
H -1.27 -4.91 -2.40
H -0.21 2.94 -3.54
H 2.54 3.19 -0.99
H -1.76 3.30 -1.51
H -4.39 -1.82 -1.20
H 1.49 3.38 0.42
H -4.79 -3.53 -1.48
H -3.73 -3.09 -0.11
H -2.17 -4.92 -0.85
H 1.65 4.70 -0.75
H 3.19 1.55 2.71
*
```

Atom charges from the Löwdin analysis, given in e for atoms 1 to 2:
1 Se 1.173
2 Fe 0.305


(2)
The following is a DFT calculation (wB97M-V/def2-TZVPD) of the molecule C14H19N3O4.

Frontier orbital gap: 0.3433 Ha
Relative energy (zero: lowest compared OMol25 entry of this formula, charge and spin): 1.9188 eV
E_tot: -1010.12091 hartree

Structure (ORCA input):
```
! wB97M-V def2-TZVPD RIJCOSX def2/J DEFGRID3
* xyz 0 1
O 2.71 0.82 -0.66
O -4.82 1.11 0.95
O -1.29 3.09 -1.50
O 0.85 0.07 0.55
N -2.74 1.69 0.36
N -1.42 1.42 0.01
N -3.30 -0.55 0.75
C -2.36 -1.25 -0.02
C -0.74 -3.02 -0.19
C 1.66 -0.67 1.44
C 0.61 1.61 -1.26
C -3.70 0.76 0.65
C -0.78 2.14 -0.94
C -2.10 -0.90 -1.35
C -1.69 -2.33 0.54
C 1.66 2.36 0.91
C -0.45 -2.65 -1.49
C 3.61 0.12 0.18
C -1.14 -1.59 -2.07
C 1.49 1.19 -0.07
C 2.94 -1.13 0.75
H -3.05 2.62 0.10
H 4.46 -0.14 -0.46
H 0.68 2.68 1.27
H -0.95 0.67 0.50
H -0.22 -3.86 0.26
H 2.69 -1.81 -0.06
H 3.97 0.76 0.99
H 2.27 2.08 1.77
H 1.03 -1.52 1.73
H -2.65 -0.10 -1.81
H 3.60 -1.63 1.46
H 1.89 -0.08 2.33
H 0.49 0.73 -1.89
H 0.30 -3.18 -2.05
H 1.15 2.37 -1.83
H -3.95 -1.12 1.27
H 2.14 3.18 0.40
H -0.94 -1.31 -3.09
H -1.92 -2.62 1.56
*
```

Atom charges from the Löwdin analysis, given in e for atoms 1 to 2:
1 O -0.055
2 O 0.063


(3)
The following is a DFT calculation (wB97M-V/def2-TZVPD) of a cluster of 4 separate species, C14H19O2S in total.

Frontier orbital gap: 0.2236 Ha
Relative energy (zero: lowest compared OMol25 entry of this formula, charge and spin): 0.4169 eV
E_tot: -1093.30722 hartree

Structure (ORCA input):
```
! wB97M-V def2-TZVPD RIJCOSX def2/J DEFGRID3
* xyz -1 1
S -15.98 -58.49 8.29
O -18.89 -58.64 6.49
O -14.98 -58.65 9.49
C -17.82 -56.82 0.42
C -16.19 -56.75 8.00
C -18.99 -57.07 1.25
C -16.61 -64.54 4.18
C -16.51 -58.58 1.83
C -18.37 -63.33 5.62
C -17.48 -62.12 5.38
C -16.26 -62.20 4.74
C -18.93 -57.84 2.40
C -16.67 -57.63 0.70
C -15.82 -63.35 4.19
C -15.13 -58.76 6.76
C -17.94 -64.53 4.96
C -17.67 -58.73 2.76
H -19.95 -56.53 0.90
H -14.93 -63.41 3.52
H -14.85 -59.85 6.61
H -15.86 -58.36 6.05
H -15.15 -56.35 7.86
H -17.74 -61.27 5.81
H -16.78 -56.52 7.26
H -16.39 -65.51 3.83
H -19.70 -58.00 3.09
H -16.63 -56.36 8.91
H -15.62 -59.23 2.24
H -17.83 -59.41 3.60
H -18.63 -65.39 5.28
H -17.69 -56.39 -0.45
H -15.83 -57.71 0.02
H -15.75 -61.28 4.67
H -18.68 -58.30 5.71
H -14.33 -57.92 6.68
H -19.19 -63.42 6.35
*
```

Atom charges from the Löwdin analysis, given in e for atoms 1 to 2:
1 S 0.833
2 O -0.513


(4)
The following is a DFT calculation (wB97M-V/def2-TZVPD) of a structure of composition C14H20AsCl2N4O3ReS.

Frontier orbital gap (spin up / spin down): 0.2135 / 0.2097 Ha
Relative energy (zero: lowest compared OMol25 entry of this formula, charge and spin): 0.2283 eV
E_tot: -4621.80272 hartree

Structure (ORCA input):
```
! wB97M-V def2-TZVPD RIJCOSX def2/J DEFGRID3
* xyz 3 2
Re -0.42 0.55 1.35
As 2.84 1.30 2.28
Cl -0.90 2.46 4.58
Cl -1.59 -0.18 3.43
S 0.20 -1.21 -0.59
O 1.50 -1.61 -0.17
O 1.07 1.40 2.01
O -0.83 -1.22 0.65
N -1.91 -4.21 -5.02
N -1.48 1.66 0.04
N -1.22 1.44 -2.31
N 0.24 0.46 -0.62
C -0.05 -3.59 -3.66
C -2.54 2.50 -0.08
C -2.30 -2.68 -3.24
C 3.61 1.24 0.55
C 3.21 2.89 3.25
C -0.87 1.20 -1.09
C -2.27 2.28 -2.44
C 3.11 -0.29 3.28
C 0.44 -2.88 -2.61
C -2.94 2.84 -1.35
C -1.93 1.07 4.75
C -1.81 -1.96 -2.19
C -1.43 -3.51 -4.01
C -0.43 -2.05 -1.86
H -2.97 1.34 4.62
H 2.38 -0.34 4.09
H -1.73 0.53 5.67
H 2.44 3.05 4.00
H 4.70 1.23 0.67
H -1.31 -4.82 -5.57
H 4.11 -0.25 3.71
H 4.18 2.77 3.74
H 3.02 -1.15 2.62
H -2.49 -1.36 -1.60
H 0.61 -4.23 -4.23
H 3.28 0.33 0.05
H -3.35 -2.64 -3.49
H -3.00 2.86 0.83
H -3.77 3.52 -1.50
H -2.58 2.50 -3.45
H 3.25 3.74 2.56
H -2.88 -4.18 -5.28
H 3.31 2.13 -0.01
H 1.49 -2.95 -2.35
*
```

Atom charges from the Löwdin analysis, given in e for atoms 1 to 2:
1 Re 1.414
2 As 1.180


(5)
The following is a DFT calculation (wB97M-V/def2-TZVPD) of a structure of composition C14H20B3N3O3.

Frontier orbital gap: 0.3628 Ha
E_tot: -1010.29119 hartree

Structure (ORCA input):
```
! wB97M-V def2-TZVPD RIJCOSX def2/J DEFGRID3
* xyz 0 1
O 0.57 -1.19 -2.00
O 2.00 -2.30 -3.57
O 0.41 -0.74 -4.32
N -1.61 -1.41 -3.08
N 2.02 2.13 2.29
N -2.15 -0.03 2.08
C -2.36 -0.24 3.38
C -2.50 2.31 2.47
C -2.64 0.77 4.28
C 1.73 1.56 1.12
C -2.71 2.07 3.82
C -2.17 -1.83 -2.01
C -2.74 -0.88 -1.00
C -2.22 1.23 1.65
C 2.48 1.76 -0.03
C 3.09 2.92 2.34
C 2.87 -1.92 -1.19
C 3.59 2.58 0.03
C 3.90 3.17 1.24
C -2.26 -3.30 -1.72
B 1.26 -1.77 -4.62
B 1.77 -1.79 -2.29
B -0.27 -1.09 -3.14
H 2.19 1.27 -0.95
H -2.00 -0.73 -0.21
H 3.31 3.36 3.30
H 1.32 -2.21 -5.72
H -2.54 3.31 2.06
H -2.29 -1.27 3.71
H 4.76 3.83 1.34
H 3.11 -2.97 -0.99
H -3.67 -1.29 -0.61
H -2.33 -3.50 -0.65
H 0.85 0.93 1.11
H -2.93 2.89 4.49
H -2.80 0.54 5.33
H 4.20 2.75 -0.85
H -2.93 0.07 -1.49
H -2.05 1.38 0.59
H 2.51 -1.48 -0.26
H -3.13 -3.70 -2.24
H -1.39 -3.79 -2.13
H 3.77 -1.40 -1.53
*
```

Atom charges from the Löwdin analysis, given in e for atoms 1 to 2:
1 O 0.267
2 O 0.238


(6)
The following is a DFT calculation (wB97M-V/def2-TZVPD) of a structure of composition C14H20BrClN4O3STi.

Frontier orbital gap (spin up / spin down): 0.2485 / 0.3049 Ha
Relative energy (zero: lowest compared OMol25 entry of this formula, charge and spin): 0.5603 eV
E_tot: -5272.20532 hartree

Structure (ORCA input):
```
! wB97M-V def2-TZVPD RIJCOSX def2/J DEFGRID3
* xyz 0 3
Br -0.02 -2.64 0.70
Ti -0.98 -0.17 0.37
Cl -2.82 5.08 1.38
S -4.94 1.28 1.71
O -5.14 2.63 1.20
O -3.81 1.16 2.63
O -6.11 0.55 2.14
N -1.13 -0.02 2.52
N -1.08 1.86 -0.12
N -1.19 -1.03 -1.98
N 1.23 0.27 0.50
C -1.95 4.03 0.31
C -1.80 2.70 0.64
C -3.83 -0.90 0.53
C -0.69 3.65 -1.65
C -2.92 -1.48 -0.35
C -2.46 -0.71 -1.43
C -4.30 0.38 0.32
C 1.70 1.15 1.61
C -3.17 0.43 -1.81
C 1.25 0.64 2.97
C -0.21 0.86 3.31
C -0.52 2.34 -1.24
C -4.07 0.99 -0.92
C -1.41 4.52 -0.86
H 1.31 2.15 1.44
H 1.84 1.16 3.73
H -0.38 0.71 4.38
H -0.49 1.89 3.10
H -0.94 -2.01 -1.88
H -2.90 0.96 -2.71
H 1.60 0.63 -0.38
H -4.14 -1.44 1.42
H -1.56 5.55 -1.14
H 0.06 1.65 -1.83
H -1.06 -0.98 2.86
H 1.50 -0.42 3.06
H -4.53 1.95 -1.12
H 2.79 1.22 1.59
H 1.63 -0.66 0.61
H -2.09 0.29 2.73
H -1.06 -0.69 -2.92
H -2.57 -2.49 -0.21
H -0.24 3.97 -2.58
H -2.31 2.30 1.52
*
```

Atom charges from the Löwdin analysis, given in e for atoms 1 to 2:
1 Br 0.055
2 Ti 0.582


(7)
The following is a DFT calculation (wB97M-V/def2-TZVPD) of a structure of composition C14H20BrMnN4O2.

Frontier orbital gap (spin up / spin down): 0.3092 / 0.3070 Ha
Relative energy (zero: lowest compared OMol25 entry of this formula, charge and spin): 2.2196 eV
E_tot: -4639.80129 hartree

Structure (ORCA input):
```
! wB97M-V def2-TZVPD RIJCOSX def2/J DEFGRID3
* xyz 1 6
Br 6.46 8.92 9.49
Mn 9.81 9.79 8.63
O 8.84 11.39 9.18
O 7.26 12.87 8.96
N 12.01 7.78 8.88
N 8.63 8.02 7.93
N 11.72 9.14 8.93
N 9.82 10.26 6.38
C 12.66 11.21 9.93
C 12.69 9.77 9.52
C 7.12 6.32 8.71
C 9.58 4.70 6.29
C 7.58 7.72 8.62
C 14.16 6.36 8.99
C 13.72 8.84 9.83
C 9.24 7.04 7.12
C 8.65 11.05 6.13
C 8.66 12.39 6.93
C 7.69 5.37 7.92
C 8.16 12.23 8.41
C 13.36 7.66 9.20
C 8.79 5.74 7.05
H 6.32 6.15 9.40
H 11.46 7.08 8.37
H 8.61 11.20 5.10
H 13.68 5.58 9.64
H 13.50 11.58 10.54
H 12.82 11.69 9.01
H 7.31 4.35 7.93
H 7.76 10.53 6.42
H 14.07 6.13 7.85
H 14.73 8.89 10.30
H 9.65 12.77 6.80
H 7.94 13.06 6.46
H 9.06 3.76 6.21
H 11.66 11.56 10.39
H 15.15 6.61 9.27
H 10.58 4.56 6.56
H 9.84 9.40 5.84
H 10.67 10.82 6.09
H 9.71 5.08 5.27
H 9.95 7.42 6.41
*
```

Atom charges from the Löwdin analysis, given in e for atoms 1 to 2:
1 Br 0.923
2 Mn 0.936


(8)
The following is a DFT calculation (wB97M-V/def2-TZVPD) of a structure of composition C14H20BrNO2P2ReS.

Frontier orbital gap (spin up / spin down): 0.1693 / 0.1883 Ha
Relative energy (zero: lowest compared OMol25 entry of this formula, charge and spin): 0.0000 eV
E_tot: -4483.37546 hartree

Structure (ORCA input):
```
! wB97M-V def2-TZVPD RIJCOSX def2/J DEFGRID3
* xyz 2 2
Re -0.34 -0.27 -0.22
Br -4.01 -7.62 -2.58
S 0.66 -0.21 4.26
P -0.83 2.10 -0.41
P 1.63 0.55 -1.40
O -1.05 -2.16 0.29
O -1.34 -1.31 -1.68
N 0.33 0.11 1.54
C -3.41 -4.85 -2.86
C -1.87 -4.72 -0.53
C -2.07 -3.58 -1.32
C -1.47 -2.31 -0.90
C -1.92 2.77 0.88
C 1.83 2.39 -1.20
C 1.63 0.25 -3.19
C 0.79 2.96 -0.23
C -2.83 -3.65 -2.49
C 0.47 -0.04 2.71
C -2.43 -5.92 -0.91
C 3.14 -0.22 -0.76
C -1.53 2.63 -2.00
C -3.20 -5.98 -2.07
H 1.86 -0.80 -3.39
H -0.82 2.48 -2.81
H -1.80 3.68 -1.94
H -1.60 2.42 1.86
H 1.10 2.80 0.80
H 2.38 0.87 -3.67
H -4.02 -4.92 -3.74
H -2.94 2.45 0.69
H -1.27 -4.65 0.36
H -1.88 3.86 0.86
H -2.43 2.05 -2.20
H 3.07 -1.30 -0.85
H 3.28 0.05 0.28
H -2.96 -2.76 -3.09
H 2.83 2.60 -0.82
H -2.28 -6.81 -0.31
H 0.66 4.03 -0.38
H 4.00 0.13 -1.35
H 0.65 0.48 -3.61
H 1.73 2.85 -2.18
*
```

Atom charges from the Löwdin analysis, given in e for atoms 1 to 2:
1 Re 1.323
2 Br 0.830


(9)
The following is a DFT calculation (wB97M-V/def2-TZVPD) of a structure of composition C14H20Cl3N2O2PdS2Si2.

Frontier orbital gap: 0.2374 Ha
Relative energy (zero: lowest compared OMol25 entry of this formula, charge and spin): 0.0000 eV
E_tot: -3689.25098 hartree

Structure (ORCA input):
```
! wB97M-V def2-TZVPD RIJCOSX def2/J DEFGRID3
* xyz 1 1
Pd -1.78 0.28 -0.11
Cl -3.40 0.81 1.92
Cl -1.91 -2.14 1.72
Cl -2.58 -0.80 4.68
S -0.55 2.71 -1.86
S 0.83 4.37 0.16
Si -2.52 -0.88 -2.71
Si -2.02 -0.43 2.80
O -0.55 0.26 2.65
O 0.17 4.27 3.83
N -0.05 2.41 1.95
N -0.40 2.03 0.66
C 0.71 2.52 6.93
C 0.17 1.89 4.28
C -2.06 0.16 -4.19
C 0.67 5.07 -1.51
C -0.14 1.55 2.89
C -3.30 0.16 -1.35
C 0.37 0.87 5.23
C -3.65 -2.29 -3.16
C 0.54 3.53 6.01
C -0.95 -1.55 -1.87
C 0.64 1.18 6.54
C 0.29 3.23 4.67
C 0.63 3.92 -2.51
C -0.07 2.93 -0.20
H -4.13 -0.32 -0.82
H 0.27 4.25 -3.48
H 0.09 3.94 2.92
H -4.53 -1.93 -3.69
H 0.80 0.38 7.26
H 0.92 2.76 7.96
H -0.36 -0.85 -1.25
H -1.15 -2.44 -1.27
H -1.89 -0.49 -5.06
H 0.61 4.57 6.30
H 1.53 5.71 -1.68
H -0.24 5.67 -1.56
H -3.98 -2.83 -2.27
H 1.61 3.45 -2.62
H -3.54 1.21 -1.54
H -2.85 0.86 -4.47
H -1.14 0.73 -4.03
H -3.13 -3.00 -3.81
H -0.24 -1.82 -2.66
H 0.33 -0.16 4.91
*
```

Atom charges from the Löwdin analysis, given in e for atoms 1 to 2:
1 Pd 0.504
2 Cl 0.467


(10)
The following is a DFT calculation (wB97M-V/def2-TZVPD) of a cluster of 2 separate species, C14H20ClN3O4 in total.

Frontier orbital gap: 0.2679 Ha
E_tot: -1470.60590 hartree

Structure (ORCA input):
```
! wB97M-V def2-TZVPD RIJCOSX def2/J DEFGRID3
* xyz 0 1
Cl -5.68 1.15 2.98
O 2.30 -1.14 -0.26
O 0.11 2.32 0.49
O 0.98 4.08 4.42
O 0.77 -3.19 -4.00
N 0.90 2.25 2.77
N 0.27 -0.61 -2.58
N 1.10 1.05 3.50
C -3.64 2.27 4.72
C -0.35 -3.89 -3.47
C -2.90 1.63 2.15
C -2.20 2.81 5.07
C 2.42 -2.40 -0.91
C 2.31 -0.02 -1.14
C -1.17 2.73 3.93
C 0.92 0.35 -1.68
C -3.98 1.71 3.29
C 0.36 3.18 3.83
C 0.40 -1.96 -4.64
C 0.96 -0.77 -3.86
C -1.49 2.15 2.52
C -0.12 2.23 1.70
H 0.00 -4.85 -3.10
H -1.91 3.22 6.09
H 1.09 1.20 4.52
H -3.11 1.24 1.10
H 0.84 0.14 -4.45
H 0.23 -1.51 -2.11
H 0.97 1.33 -2.17
H 0.45 0.30 3.23
H 1.43 -2.81 -1.11
H 2.65 0.83 -0.54
H 2.03 -0.95 -3.70
H 0.25 0.47 -0.82
H 3.00 -2.34 -1.84
H 2.92 -3.09 -0.23
H 0.87 -1.98 -5.63
H -4.45 2.28 5.53
H -0.68 -1.87 -4.78
H -1.11 -4.06 -4.24
H 3.05 -0.14 -1.94
H -0.79 -3.34 -2.63
*
```

Atom charges from the Löwdin analysis, given in e for atoms 1 to 2:
1 Cl 0.550
2 O -0.182


(11)
The following is a DFT calculation (wB97M-V/def2-TZVPD) of a structure of composition C14H20IN3O3RhS2.

Frontier orbital gap (spin up / spin down): 0.2468 / 0.2467 Ha
Relative energy (zero: lowest compared OMol25 entry of this formula, charge and spin): 0.0714 eV
E_tot: -2139.86263 hartree

Structure (ORCA input):
```
! wB97M-V def2-TZVPD RIJCOSX def2/J DEFGRID3
* xyz 1 1
I 0.59 0.60 2.05
Rh 1.80 -1.19 0.44
S 4.14 -3.38 -0.58
S 2.51 0.16 -1.26
O 1.48 -2.46 2.15
O 5.49 -3.12 -0.13
O -0.09 -1.67 0.12
N 0.50 -3.15 4.03
N -0.54 -0.70 -1.89
N 3.12 -2.38 -0.17
C -3.38 -0.81 -0.71
C -2.39 0.89 -2.33
C 1.25 2.62 -1.22
C 2.18 1.78 -0.61
C -0.89 -1.38 -0.83
C -0.27 -1.07 3.08
C -1.52 -0.25 -2.87
C 1.00 3.88 -0.71
C 0.65 -2.27 3.04
C 1.68 4.32 0.42
C 2.63 3.51 1.02
C 2.89 2.24 0.50
C -2.87 0.62 -0.91
C -2.29 -1.91 -0.71
H -3.66 1.32 -0.66
H 0.42 -0.33 -1.91
H -2.06 0.83 -0.20
H 1.49 5.31 0.81
H -2.45 -2.60 -1.54
H -0.15 -3.00 4.78
H 0.74 2.29 -2.11
H 3.66 1.62 0.94
H 1.06 -3.99 4.02
H 0.29 4.53 -1.20
H -2.32 -2.50 0.20
H -0.49 -0.76 4.09
H -1.19 -1.32 2.56
H -0.97 0.05 -3.77
H -4.11 -1.04 -1.49
H -3.93 -0.87 0.23
H 3.19 3.86 1.87
H -3.23 1.01 -3.01
H -1.83 1.82 -2.36
H -2.13 -1.10 -3.16
*
```

Atom charges from the Löwdin analysis, given in e for atoms 1 to 2:
1 I 1.274
2 Rh 0.682